Entry 1:
C16H37MnN6OSi4 | the ωB97M-V functional and the def2-TZVPD basis

Each line ends with the Mulliken charge.
Element x y z (Å)
Mn: -0.099 0.352 -1.435  0.22
O: -0.769 -1.693 -2.362  -0.34
C: 0.239 -2.432 -3.042  -0.56
C: 1.531 -1.656 -3.062  0.48
C: 2.636 -2.194 -3.699  -0.79
C: 3.821 -1.481 -3.728  -0.40
C: 3.859 -0.236 -3.113  -0.57
C: 2.721 0.229 -2.496  -0.56
N: 1.566 -0.461 -2.459  0.18
H: -1.594 -2.187 -2.370  0.23
H: -0.066 -2.635 -4.073  0.50
H: 0.406 -3.392 -2.545  0.39
H: 2.556 -3.168 -4.166  0.47
H: 4.695 -1.886 -4.218  0.44
H: 4.760 0.360 -3.109  0.48
H: 2.711 1.189 -1.992  0.42
N: -1.451 4.883 -2.986  -0.60
N: -1.720 3.555 -2.883  1.01
N: -2.728 2.999 -3.505  -0.90
C: -2.575 1.725 -3.193  -0.18
N: -1.518 1.547 -2.392  -0.29
N: -0.965 2.740 -2.217  -0.01
H: -2.284 5.383 -3.260  0.31
H: -1.005 5.236 -2.152  0.29
H: -3.238 0.947 -3.530  0.48
C: -1.762 3.033 1.287  -0.90
Si: -0.199 2.070 1.774  0.18
C: 1.286 2.863 0.881  -0.93
C: -0.040 2.154 3.652  -1.04
Si: -0.262 -0.164 0.833  0.37
Si: 1.590 -1.410 1.698  0.44
C: 1.677 -1.515 3.581  -1.04
C: 3.210 -0.627 1.096  -0.81
C: 1.502 -3.145 0.939  -0.85
Si: -2.245 -1.209 1.632  0.48
C: -2.353 -2.972 0.939  -0.91
C: -3.702 -0.227 0.911  -0.94
C: -2.406 -1.289 3.511  -1.04
H: -1.600 4.113 1.341  0.39
H: -2.596 2.791 1.948  0.29
H: -2.065 2.780 0.272  0.13
H: 1.311 3.951 0.976  0.43
H: 1.230 2.619 -0.185  0.08
H: 2.232 2.475 1.264  0.25
H: 0.019 3.189 3.997  0.39
H: 0.846 1.628 4.011  0.25
H: -0.912 1.697 4.122  0.24
H: 1.766 -0.521 4.024  0.24
H: 2.552 -2.094 3.887  0.40
H: 0.794 -1.993 4.010  0.26
H: 3.420 0.312 1.612  0.29
H: 3.167 -0.419 0.026  0.01
H: 4.058 -1.295 1.270  0.43
H: 0.730 -3.759 1.406  0.30
H: 2.454 -3.671 1.045  0.44
H: 1.274 -3.079 -0.129  -0.02
H: -2.072 -2.997 -0.117  0.07
H: -3.368 -3.367 1.025  0.42
H: -1.688 -3.655 1.472  0.28
H: -3.514 0.019 -0.138  0.11
H: -3.856 0.712 1.448  0.27
H: -4.635 -0.793 0.962  0.43
H: -1.597 -1.871 3.955  0.26
H: -3.350 -1.764 3.793  0.39
H: -2.387 -0.294 3.959  0.26

Molecular weight (g mol⁻¹): 496.79
Total charge: +1
Electronic energy (eV): -91006.7692
ΔE to the lowest compared entry with this formula, charge and spin (eV): 0.481
Orbital gap (alpha / beta) (eV): 7.18 / 7.28
2S+1: 6

***

Entry 2:
FFeHO2P | the ωB97M-V functional and the def2-TZVPD basis

Each line ends with the Mulliken charge.
Element x y z (Å)
P: -1.113 1.112 -1.005  0.18
O: -0.064 2.166 -0.218  -0.47
O: -0.680 -0.140 -0.057  -0.62
F: 1.168 -3.077 0.603  -0.64
Fe: 0.277 -1.624 0.201  1.22
H: 0.412 1.562 0.476  0.33

Molecular weight (g mol⁻¹): 138.82
Electronic energy (eV): -50504.8280
ΔE to the lowest compared entry with this formula, charge and spin (eV): 0.000
Orbital gap (alpha / beta) (eV): 7.02 / 9.02
2S+1: 6

***

Entry 3:
C6H4ClN | the ωB97M-V functional and the def2-TZVPD basis

Each line ends with the Mulliken charge.
Element x y z (Å)
C: -0.326 -0.009 -0.422  -0.30
C: 0.220 1.074 -1.065  -0.51
C: -1.406 0.030 0.561  0.07
C: -1.448 1.280 1.276  -0.77
C: 0.578 2.067 -0.217  0.52
C: -0.443 2.193 0.957  0.54
N: 0.762 2.754 0.879  -0.54
Cl: -3.066 -0.289 -0.459  -0.29
H: -0.082 -0.985 -0.953  0.28
H: 0.733 0.888 -2.031  0.32
H: -1.566 -0.776 1.303  0.33
H: -2.366 1.509 1.812  0.36

Molecular weight (g mol⁻¹): 125.56
Electronic energy (eV): -20293.2320
ΔE to the lowest compared entry with this formula, charge and spin (eV): 4.899
Orbital gap (alpha / beta) (eV): 7.48 / 7.48
SMILES string: Cl[C@H]1C=CC2=NC2=C1